This record from the OMol25 dataset describes a 3-piece molecular cluster, C41H57IN2O16P3S overall. The level of theory is ωB97M-V/def2-TZVPD.

Properties
- ΔE to the lowest compared entry with this formula, charge and spin (kJ/mol) = 1651.6
- multiplicity = 1
- electronic energy (eV) = -125973.346
- total charge = -1

```
121
Properties=species:S:1:pos:R:3:lowdin_charge:R:1
C 5.559 0.464 0.048 -0.131
C 5.483 1.274 -1.374 -0.242
C 4.787 0.346 -2.500 -0.187
C 3.609 1.121 -3.319 -0.204
N 3.494 0.442 -4.647 -0.011
C 2.112 0.417 -5.149 -0.071
C 1.713 1.126 -6.499 -0.108
O 2.793 1.827 -7.179 -0.119
N 2.808 3.129 -6.711 -0.020
O 3.776 3.327 -6.047 0.057
C 0.240 1.114 -7.068 -0.139
P -0.125 2.040 -8.690 0.336
O -1.770 2.453 -8.876 -0.248
O 0.757 3.519 -8.812 -0.273
S 0.300 0.806 -10.158 0.238
C -0.884 0.360 -6.286 0.016
C -2.431 0.290 -6.740 -0.575
O -2.677 -0.319 -7.836 -0.058
O -3.437 0.883 -5.967 -0.199
C -0.497 -0.352 -4.938 0.046
C 0.978 -0.308 -4.374 0.028
C 1.184 -1.048 -2.951 -0.247
O 2.192 -1.756 -2.682 0.026
C -0.045 -0.838 -1.924 -0.021
C 0.140 -0.547 -0.417 0.023
C -1.053 -0.303 0.546 -0.108
C -0.856 0.036 2.098 -0.161
C 0.568 0.679 2.468 -0.165
C 0.837 2.124 1.844 -0.165
C 0.423 3.462 2.571 -0.070
C 0.727 4.883 1.978 -0.093
C 1.420 5.057 0.603 -0.090
C 1.841 3.756 -0.149 -0.070
C 1.574 2.336 0.466 -0.023
C -2.517 -0.380 -0.051 -0.103
C -3.709 -0.153 0.989 -0.208
C -4.165 1.380 1.197 -0.736
C -4.490 1.574 2.786 -0.183
I -2.751 2.875 0.493 0.884
C -2.778 -0.666 -1.586 -0.017
C -4.234 -0.710 -2.245 -0.281
C -5.151 0.589 -1.862 -0.071
C -4.975 -2.108 -1.832 -0.169
C -5.660 -2.652 -3.192 -0.249
C -6.562 -3.966 -2.990 -0.153
C -1.520 -0.890 -2.487 0.036
C -1.609 -1.156 -4.079 -0.232
O -2.427 -1.938 -4.617 0.069
H 5.133 -0.606 -0.048 0.064
H 6.653 0.330 0.393 0.068
H 4.909 1.004 0.816 0.057
H 4.991 2.305 -1.257 0.092
H 6.590 1.479 -1.645 0.098
H 4.403 -0.659 -2.077 0.092
H 5.629 0.049 -3.239 0.113
H 2.632 1.186 -2.732 0.114
H 4.002 2.208 -3.436 0.115
H 4.136 0.903 -5.307 0.104
H -2.046 2.982 -8.079 0.084
H 0.166 4.183 -8.365 0.069
H 1.189 -0.505 0.036 0.090
H -1.673 0.754 2.488 0.077
H -0.976 -0.933 2.709 0.123
H 1.437 0.000 2.173 0.111
H 0.579 0.801 3.620 0.114
H -0.098 3.437 3.600 0.095
H 0.448 5.853 2.538 0.085
H 1.674 6.053 0.102 0.083
H 2.359 3.831 -1.177 0.084
H 1.965 1.457 -0.171 0.072
H -4.629 -0.707 0.551 0.102
H -3.478 -0.694 1.978 0.117
H -5.185 1.537 0.676 0.069
H -3.629 1.128 3.407 0.067
H -5.440 1.002 3.102 0.084
H -4.650 2.686 3.003 0.060
H -4.171 -0.683 -3.402 0.125
H -5.946 0.323 -1.082 0.069
H -5.666 1.032 -2.791 0.093
H -4.425 1.387 -1.487 0.027
H -5.734 -1.925 -0.985 0.100
H -4.145 -2.853 -1.526 0.125
H -4.795 -2.952 -3.891 0.111
H -6.319 -1.859 -3.689 0.118
H -7.094 -4.164 -4.002 0.072
H -5.945 -4.926 -2.794 0.075
H -7.392 -3.856 -2.210 0.064
C 0.017 2.796 8.772 -0.110
O 0.733 2.631 7.560 -0.221
P 1.544 1.265 7.338 0.404
O 0.751 0.030 7.528 -0.232
O 2.821 1.405 8.302 -0.221
C 2.754 0.808 9.588 -0.108
O 2.165 1.444 5.879 -0.208
C 2.806 2.674 5.561 -0.102
H -0.329 1.840 9.170 0.088
H 0.659 3.289 9.506 0.087
H -0.849 3.431 8.582 0.091
H 2.396 -0.222 9.522 0.088
H 2.097 1.388 10.240 0.079
H 3.756 0.800 10.018 0.089
H 3.456 3.004 6.375 0.084
H 2.054 3.437 5.356 0.079
H 3.412 2.530 4.666 0.095
C 2.711 -4.960 3.849 -0.112
O 2.316 -4.421 2.600 -0.220
P 0.750 -4.383 2.251 0.407
O -0.102 -3.738 3.276 -0.240
O 0.383 -5.914 1.930 -0.218
C -0.171 -6.699 2.974 -0.109
O 0.713 -3.688 0.817 -0.205
C 1.618 -4.141 -0.184 -0.094
H 1.946 -4.811 4.614 0.088
H 2.913 -6.027 3.733 0.086
H 3.628 -4.463 4.169 0.090
H -0.991 -6.172 3.467 0.087
H 0.599 -6.953 3.705 0.078
H -0.563 -7.622 2.543 0.089
H 1.667 -5.232 -0.213 0.086
H 2.612 -3.732 0.008 0.090
H 1.273 -3.780 -1.153 0.081
```